101
Properties=species:S:1:pos:R:3:forces:R:3 method="wB97M-V/def2-TZVPD" e_homo_ha=-0.325 total_energy_ev=-67737.25649 lumo_ev=-0.1 smiles=CCB(O)BI.c1ccncc1.c1ccncc1.c1ccncc1.c1ccncc1.c1ccncc1.c1ccncc1.c1ccncc1.c1ccncc1 orbital_gap_ev=8.7
C 0.2666 0.6415 2.3064 0.24 -0.19 -0.07
C -1.0817 0.0719 1.8693 0.11 -0.30 -0.03
B -2.2476 1.0450 2.1580 -0.66 -0.06 -0.11
O -2.0876 2.3890 1.9015 0.66 0.61 0.71
B -3.6598 0.3739 2.7999 0.12 0.06 0.36
I -5.5182 0.2945 1.7756 0.13 -0.04 -0.04
H 0.6514 1.3700 1.5983 -0.01 0.17 0.02
H 0.9949 -0.1635 2.3878 0.12 -0.04 -0.05
H 0.2096 1.1038 3.2912 0.00 0.14 0.06
H -1.2470 -0.8605 2.4095 -0.05 -0.21 -0.08
H -1.0682 -0.2054 0.8130 0.02 -0.06 -0.19
H -2.2401 2.9628 2.6697 -0.48 -0.12 -0.63
H -3.6602 -0.1433 3.8727 -0.19 -0.01 -0.01
N -1.6538 -1.4823 -1.5957 0.08 0.01 0.21
C -2.8768 -1.5320 -2.1117 -0.15 0.03 -0.05
C -3.1299 -1.7564 -3.4567 0.00 0.02 -0.02
C -2.0528 -1.9302 -4.3115 -0.02 0.03 0.02
C -0.7726 -1.8707 -3.7864 0.04 -0.02 -0.08
C -0.6281 -1.6485 -2.4258 0.11 0.01 0.00
H -3.6956 -1.3725 -1.4169 0.00 -0.04 -0.01
H -4.1472 -1.7822 -3.8223 -0.01 -0.01 0.01
H -2.2082 -2.0970 -5.3694 0.00 -0.01 -0.01
H 0.1039 -1.9798 -4.4100 0.02 0.03 0.02
H 0.3614 -1.5933 -1.9825 -0.01 0.00 -0.04
N -4.2492 6.4686 -1.4607 -0.01 0.06 -0.04
C -3.3602 5.6633 -0.8877 0.10 0.04 0.12
C -3.6645 4.4104 -0.3779 0.06 -0.03 0.00
C -4.9740 3.9669 -0.4689 0.03 0.00 -0.06
C -5.9153 4.7955 -1.0579 -0.01 -0.01 -0.01
C -5.5041 6.0319 -1.5376 -0.10 0.03 -0.04
H -2.3435 6.0431 -0.8395 -0.01 -0.02 0.03
H -2.8965 3.7928 0.0697 -0.01 0.02 0.00
H -5.2400 2.9864 -0.0985 -0.06 -0.03 0.05
H -6.9501 4.4955 -1.1549 -0.01 0.01 -0.02
H -6.2167 6.6994 -2.0104 -0.04 -0.04 0.01
N -0.2955 -3.3286 2.5255 -0.06 0.13 0.11
C 0.2571 -4.0583 3.4882 0.05 -0.07 0.08
C 0.8679 -5.2838 3.2665 -0.04 -0.03 0.04
C 0.9015 -5.7789 1.9730 0.01 0.02 -0.01
C 0.3276 -5.0266 0.9615 -0.01 0.01 -0.02
C -0.2571 -3.8103 1.2874 -0.01 -0.01 -0.10
H 0.2143 -3.6372 4.4882 0.00 -0.03 0.00
H 1.3100 -5.8306 4.0883 0.00 0.00 0.01
H 1.3708 -6.7300 1.7582 0.01 0.00 0.00
H 0.3313 -5.3700 -0.0641 0.00 0.01 -0.01
H -0.7167 -3.1890 0.5266 -0.01 0.01 -0.08
N 5.0139 -4.0724 2.9468 -0.01 -0.02 -0.07
C 6.2293 -4.2569 3.4529 0.10 -0.01 0.02
C 6.5393 -4.0992 4.7968 0.00 -0.01 -0.12
C 5.5269 -3.7293 5.6649 -0.02 0.01 0.04
C 4.2548 -3.5312 5.1524 -0.02 0.00 0.00
C 4.0514 -3.7146 3.7919 -0.05 0.05 0.01
H 6.9972 -4.5469 2.7427 0.01 0.00 0.03
H 7.5413 -4.2663 5.1635 0.01 -0.02 0.01
H 5.7365 -3.6033 6.7194 0.01 -0.01 0.01
H 3.4313 -3.2400 5.7910 -0.01 0.01 -0.01
H 3.0701 -3.5683 3.3557 -0.01 0.02 0.02
N 8.5385 -4.3041 7.4709 -0.07 0.01 -0.01
C 9.2362 -3.1752 7.5443 0.02 0.11 -0.02
C 10.4466 -3.0637 8.2119 0.00 0.01 0.00
C 10.9592 -4.1873 8.8388 0.00 0.00 0.00
C 10.2416 -5.3701 8.7704 0.00 -0.01 0.01
C 9.0412 -5.3755 8.0759 0.01 -0.10 0.04
H 8.8029 -2.3166 7.0409 0.03 0.00 0.01
H 10.9708 -2.1185 8.2366 0.00 0.01 0.00
H 11.9007 -4.1422 9.3703 0.01 0.00 0.00
H 10.6014 -6.2728 9.2441 0.00 -0.01 0.00
H 8.4525 -6.2834 7.9991 0.02 -0.01 0.02
N -0.9560 3.1776 -5.6165 -0.04 -0.02 -0.11
C 0.2555 3.0714 -5.0824 0.08 0.08 -0.03
C 0.5787 3.5232 -3.8115 0.00 0.00 -0.01
C -0.4143 4.1246 -3.0543 0.00 -0.01 0.02
C -1.6814 4.2464 -3.5981 0.01 -0.04 -0.05
C -1.8979 3.7550 -4.8782 -0.09 0.03 0.04
H 1.0077 2.5996 -5.7074 -0.12 0.14 -0.01
H 1.5835 3.4055 -3.4282 0.02 0.00 0.01
H -0.2042 4.4897 -2.0568 0.00 0.00 0.01
H -2.4857 4.7070 -3.0434 -0.02 -0.01 -0.06
H -2.8790 3.8289 -5.3351 0.00 0.02 0.03
N 2.5590 -0.7534 -4.6463 -0.07 -0.14 0.10
C 2.4984 0.5044 -5.0697 -0.03 0.08 0.07
C 3.3377 1.0260 -6.0431 -0.01 0.00 0.02
C 4.2939 0.1956 -6.6040 0.01 0.00 -0.01
C 4.3682 -1.1175 -6.1693 0.00 -0.01 -0.01
C 3.4792 -1.5413 -5.1924 0.07 -0.06 -0.03
H 1.7375 1.1237 -4.6057 0.13 -0.18 0.00
H 3.2407 2.0582 -6.3514 0.01 0.02 -0.01
H 4.9682 0.5646 -7.3656 0.01 0.00 -0.01
H 5.0983 -1.8030 -6.5768 0.00 -0.01 0.00
H 3.5063 -2.5632 -4.8290 0.02 0.00 -0.02
N -8.9756 6.1699 -3.1132 0.11 0.04 0.08
C -8.8984 5.7163 -4.3598 0.05 -0.02 -0.10
C -9.8549 4.8944 -4.9376 0.00 0.00 -0.01
C -10.9508 4.5213 -4.1774 0.00 0.00 0.00
C -11.0427 4.9861 -2.8759 0.00 0.00 0.01
C -10.0321 5.8052 -2.3942 -0.07 0.00 0.08
H -8.0253 6.0268 -4.9238 -0.02 -0.02 -0.02
H -9.7389 4.5573 -5.9584 0.01 0.00 -0.01
H -11.7184 3.8805 -4.5911 -0.01 -0.01 0.00
H -11.8787 4.7218 -2.2432 0.00 0.00 0.01
H -10.0711 6.1896 -1.3803 -0.02 -0.02 0.00

77
Properties=species:S:1:pos:R:3:forces:R:3 method="wB97M-V/def2-TZVPD" e_homo_ha=-0.373 total_energy_ev=-67165.15955 lumo_ev=-4.9 e_above_lowest_kcal_mol=10.20 charge=+1 orbital_gap_ev=5.2
Zr -0.2577 0.0561 0.2721 1.33 0.18 0.00
O 2.2857 -3.7639 -2.5557 -0.13 0.04 -0.14
C 2.6008 -4.0468 -1.2884 -0.02 0.07 0.30
C 3.5887 -5.0104 -1.0781 0.02 -0.03 -0.09
C 3.9777 -5.3530 0.1976 -0.04 0.07 -0.01
C 3.3982 -4.7387 1.3096 0.02 -0.02 0.13
C 2.4315 -3.7826 1.1216 0.01 0.06 -0.02
C 2.0122 -3.4172 -0.1678 0.03 0.04 0.11
C 0.9866 -2.3935 -0.2813 -0.21 -0.46 -1.14
O 0.5580 -1.7567 0.7633 0.06 -0.21 -0.09
N 0.4524 -2.1676 -1.4881 0.49 -0.49 -0.05
N -0.5799 -1.2803 -1.4129 -0.34 -0.73 -0.68
C -1.4474 -1.1828 -2.3475 0.17 -0.19 0.16
C -2.6051 -0.3447 -2.0730 -0.33 0.15 0.02
C -3.7315 -0.4018 -2.8795 0.21 -0.10 0.02
C -4.8361 0.3616 -2.5418 -0.05 0.15 0.07
C -4.7630 1.1646 -1.4189 -0.02 -0.08 -0.12
C -3.5934 1.1645 -0.6717 0.05 0.04 0.13
N -2.5328 0.4175 -0.9630 0.06 0.07 -0.33
H 1.5210 -3.1518 -2.5601 0.05 0.01 0.03
H 4.0255 -5.4810 -1.9489 0.01 0.01 0.01
H 4.7392 -6.1092 0.3372 0.01 0.00 -0.02
H 3.7067 -5.0132 2.3088 0.00 0.00 -0.01
H 1.9686 -3.2877 1.9653 0.04 0.00 0.00
H -1.3838 -1.7590 -3.2655 0.08 -0.10 0.05
H -3.7332 -1.0405 -3.7528 0.00 0.01 0.00
H -5.7288 0.3471 -3.1521 0.01 -0.03 0.00
H -5.5904 1.7951 -1.1270 0.03 0.02 0.02
H -3.5131 1.7939 0.2051 0.03 0.05 -0.02
C 5.3650 -1.2096 0.9941 -0.01 0.02 -0.02
C 4.6039 -1.0022 -0.1451 0.06 -0.10 -0.01
C 3.3801 -0.3574 -0.0628 -0.12 0.19 0.05
C 2.9006 0.0993 1.1646 0.53 -0.10 -0.17
C 3.6790 -0.1018 2.3068 -0.27 -0.05 -0.01
C 4.8946 -0.7574 2.2192 0.07 0.01 0.03
N 1.6320 0.7133 1.2490 -0.20 0.19 0.54
C 1.4748 1.8913 1.8395 -0.27 -0.17 -0.23
C 2.5169 2.8174 2.1353 0.19 0.22 0.12
C 2.2202 4.0425 2.6453 0.09 -0.29 -0.10
C 0.8784 4.4396 2.9262 -0.29 0.07 0.08
C -0.1511 3.5921 2.6913 -0.15 0.09 0.10
C 0.1104 2.3058 2.1408 0.56 0.12 -0.08
N -0.7888 1.3441 1.9092 -1.23 0.74 1.39
N -2.0221 1.4126 2.2981 0.50 0.66 0.14
C -2.6957 0.2239 2.0902 -0.31 -0.75 -0.08
C -3.9974 0.0902 2.5737 0.19 0.19 0.06
C -4.6620 -1.1020 2.3776 0.04 -0.14 -0.10
C -4.0254 -2.1387 1.6995 -0.04 0.05 0.07
C -2.7455 -1.9257 1.2317 0.10 -0.16 0.03
N -2.0861 -0.7808 1.4203 -0.60 0.38 0.35
H 6.3206 -1.7118 0.9280 -0.01 -0.02 0.01
H 4.9631 -1.3488 -1.1059 -0.02 0.02 0.00
H 2.8092 -0.1743 -0.9652 -0.03 -0.03 0.01
H 3.3060 0.2343 3.2669 0.01 -0.01 0.01
H 5.4796 -0.9182 3.1156 -0.01 0.01 0.00
H 3.5356 2.5464 1.8975 0.00 0.00 0.03
H 3.0219 4.7450 2.8318 0.00 0.01 -0.02
H 0.6904 5.4282 3.3209 0.00 -0.01 0.01
H -1.1763 3.8681 2.8973 0.00 0.00 0.01
H -4.4462 0.9227 3.0969 0.01 -0.01 0.01
H -5.6706 -1.2350 2.7453 0.00 0.03 0.03
H -4.5097 -3.0914 1.5446 0.00 0.01 -0.04
H -2.2151 -2.6949 0.6823 0.02 0.00 0.02
Cl -4.0195 4.2721 -3.9112 -0.09 0.04 -0.03
C -2.6483 3.5223 -3.1648 0.07 -0.14 0.06
C -2.2708 3.8874 -1.8817 -0.15 0.10 -0.03
C -1.2031 3.2538 -1.2750 0.21 -0.09 -0.02
C -0.4801 2.2417 -1.9243 -0.02 0.58 -0.51
C 0.6406 1.5497 -1.2543 -0.70 -0.14 -0.18
C -0.8668 1.9270 -3.2310 0.10 0.00 0.09
C -1.9405 2.5466 -3.8470 -0.07 0.00 -0.02
H -2.8268 4.6609 -1.3669 0.05 0.01 0.01
H -0.9172 3.5558 -0.2715 0.04 0.01 0.00
H 1.2369 2.2809 -0.7089 0.09 -0.10 0.05
H 1.2791 1.0576 -1.9924 0.05 -0.04 0.05
H -0.3046 1.1798 -3.7819 0.02 0.02 -0.01
H -2.2256 2.2800 -4.8566 0.00 0.03 0.00

53
Properties=species:S:1:pos:R:3:forces:R:3 method="wB97M-V/def2-TZVPD" e_homo_ha=-0.435 total_energy_ev=-196515.21899 lumo_ev=-3.7 e_above_lowest_kcal_mol=4.96 charge=+1 orbital_gap_ev=8.2
Ir -0.0969 0.2810 -0.0408 0.18 -0.52 -1.23
Se 0.6619 -0.2040 3.2615 -0.05 -0.01 0.00
Se 2.2366 -1.6123 2.3450 -0.01 -0.03 -0.02
C 2.8483 -0.5109 0.9063 0.08 0.06 0.04
C 4.2227 -0.5833 0.7025 -0.01 0.00 0.03
C 4.8277 0.2177 -0.2426 -0.03 0.02 -0.02
C 4.0267 1.1064 -0.9388 0.03 0.00 0.01
C 2.6707 1.1074 -0.7051 -0.04 -0.05 -0.07
N 2.0529 0.2910 0.1785 -0.04 -0.04 0.21
C -0.7720 -1.2043 2.4897 0.02 -0.02 -0.04
C -1.6986 -1.8022 3.3192 0.00 -0.04 -0.01
C -2.7341 -2.5338 2.7605 0.02 0.00 -0.01
C -2.7800 -2.6686 1.3849 0.01 -0.02 0.02
C -1.8212 -2.0368 0.6226 0.15 -0.13 -0.11
N -0.8205 -1.3068 1.1475 -0.24 0.39 0.34
H 4.8069 -1.2473 1.3248 0.00 0.01 0.01
H 5.8958 0.1723 -0.4055 0.00 0.00 0.00
H 4.4308 1.8006 -1.6609 0.01 -0.01 0.00
H 2.0380 1.7738 -1.2645 0.00 -0.01 0.00
H -1.5970 -1.6935 4.3891 -0.01 0.01 0.00
H -3.4825 -2.9951 3.3901 0.00 0.00 0.00
H -3.5598 -3.2286 0.8908 0.00 -0.01 0.01
H -1.8703 -2.0921 -0.4539 0.00 0.06 -0.01
O -1.9680 1.2040 1.4710 -0.14 0.14 0.09
S -2.8213 1.1866 0.2883 0.19 0.10 0.62
O -4.1623 0.7342 0.4521 -0.01 -0.10 -0.32
O -2.0351 0.3506 -0.7235 -0.02 0.05 0.11
C -2.8706 2.8532 -0.3277 0.01 -0.03 0.05
C -4.1322 3.3589 -0.5845 -0.02 0.03 0.04
C -4.2954 4.6871 -0.9626 0.02 0.01 0.00
C -3.1946 5.5125 -1.0690 -0.01 -0.01 0.00
C -1.9207 5.0086 -0.8297 -0.01 0.02 0.00
C -1.7461 3.6855 -0.4623 -0.01 -0.01 -0.10
S -0.0517 3.1540 -0.3332 0.14 -0.10 0.29
O 0.7708 4.2256 -0.7879 -0.03 -0.05 -0.19
O 0.2514 2.5929 0.9754 -0.23 0.08 0.06
O 0.0082 1.9358 -1.2726 0.24 0.15 0.11
H -4.9880 2.7108 -0.4617 0.01 0.00 -0.01
H -5.2880 5.0671 -1.1614 0.00 0.00 0.01
H -3.3112 6.5503 -1.3493 0.00 0.00 0.00
H -1.0521 5.6412 -0.9398 0.01 -0.02 -0.01
N 1.0677 -5.6124 -2.0366 0.00 0.01 0.03
C 0.8870 -4.4984 -2.2445 0.00 -0.01 -0.06
C 0.6554 -3.1047 -2.5045 0.02 0.01 0.03
C 0.5527 -2.6038 -3.7991 0.01 0.00 0.02
C 0.3485 -1.2466 -3.9579 0.02 0.01 0.00
C 0.2258 -0.4381 -2.8440 -0.10 0.00 -0.01
N 0.3061 -0.9336 -1.5975 -0.41 0.00 -0.06
C 0.5275 -2.2429 -1.4288 0.37 0.09 0.10
H 0.6382 -3.2666 -4.6492 0.01 0.00 0.00
H 0.2719 -0.8004 -4.9385 0.00 -0.01 -0.01
H 0.0452 0.6235 -2.9262 -0.04 0.01 0.03
H 0.6454 -2.5953 -0.4143 -0.08 -0.01 0.04

15
Properties=species:S:1:pos:R:3:forces:R:3 method="wB97M-V/def2-TZVPD" e_homo_ha=-0.381 total_energy_ev=-63976.19064 lumo_ev=-0.7 e_above_lowest_kcal_mol=27.84 orbital_gap_ev=9.7
C 0.8713 -0.3426 0.4432 -0.76 0.53 -1.32
C 1.8972 -0.9197 1.3791 2.80 -1.31 -0.59
N 0.6954 -0.8867 -0.7740 0.28 0.69 -0.38
N 0.2682 0.6074 1.0810 -3.83 2.64 -1.83
N -1.7680 0.0012 -0.9580 0.90 1.59 0.96
O -0.4971 -0.7257 -3.0035 0.31 -1.28 -1.15
O -0.0406 1.3027 -1.8376 1.76 4.27 0.28
F 1.5415 -0.8007 2.6361 0.16 0.21 0.46
F 2.0618 -2.2202 1.1152 -0.10 -0.14 0.07
F 3.1831 -0.3697 1.2187 -2.11 -0.21 0.19
P -1.3043 1.1888 0.1810 2.08 -3.70 0.83
S -0.2499 -0.0678 -1.7973 -1.43 -4.96 1.31
Cl -2.5818 0.9749 1.6389 -0.69 0.06 0.74
Cl -1.5955 2.9927 -0.4449 -0.10 1.12 0.17
H -2.4813 -0.7348 -0.8780 0.73 0.48 0.25

8
Properties=species:S:1:pos:R:3:forces:R:3 method="wB97M-V/def2-TZVPD" e_homo_ha="-0.333 / -0.339" total_energy_ev=-17502.40454 lumo_ev="-0.5 / -1.1" e_above_lowest_kcal_mol=70.69 orbital_gap_ev="8.6 / 8.2"
C -0.2280 0.0826 -0.0435 1.50 -0.97 -0.95
N -1.4849 0.7827 -0.1329 0.07 2.19 0.76
O -1.3933 2.0527 -0.1650 -0.56 -0.77 -0.16
O -2.4717 -1.3746 0.1202 -0.78 -1.24 0.18
S -2.9487 0.0051 0.0190 1.20 0.15 -0.22
H -0.0973 -0.7607 -0.7240 -0.51 0.28 -0.28
H 0.1547 -0.3089 0.8716 -1.08 -0.37 1.47
H 0.5351 0.8112 -0.2126 0.16 0.72 -0.80

66
Properties=species:S:1:pos:R:3:forces:R:3 method="wB97M-V/def2-TZVPD" e_homo_ha="-0.219 / -0.219" total_energy_ev=-82200.02689 lumo_ev="-0.4 / -0.4" orbital_gap_ev="5.5 / 5.5"
W -0.1833 -0.0554 0.1517 -0.47 2.75 -0.23
S 1.2714 1.4350 -1.2061 -0.43 -0.17 0.31
C 0.8635 3.0836 -0.6492 -0.10 -0.13 0.08
C 1.3727 4.1405 -1.3902 -0.03 -0.06 -0.02
C 1.0233 5.4411 -1.0802 0.02 0.08 -0.05
C 0.1589 5.6842 -0.0201 0.10 0.10 -0.11
C -0.3422 4.6372 0.7213 0.05 -0.28 0.02
C -0.0133 3.3118 0.4158 0.36 0.31 -0.16
S -0.6899 2.0431 1.3979 0.41 -1.50 -0.87
C -3.3668 0.7205 1.0223 -0.09 -0.52 -0.05
C -2.9394 -0.5047 1.4029 -0.74 0.85 -0.40
C -3.5881 -1.2592 2.4479 0.14 -0.46 0.44
C -3.3343 -2.5773 2.6010 -0.31 0.56 0.19
C -2.4705 -3.2289 1.6783 0.68 -0.08 -0.57
C -1.8051 -2.4636 0.7595 -0.26 -0.88 0.22
C -1.0653 -3.1062 -0.3810 0.20 -0.13 -0.12
S 0.5855 -2.3339 -0.6740 -0.59 0.76 -0.03
C 0.5816 -1.9753 -2.4284 0.08 -0.19 0.20
C 1.5063 -2.6507 -3.2112 -0.05 0.01 0.01
C 1.5988 -2.3821 -4.5637 0.05 0.02 -0.08
C 0.7543 -1.4334 -5.1275 0.08 -0.17 -0.07
C -0.1652 -0.7612 -4.3503 -0.05 0.06 0.19
C -0.2609 -0.9986 -2.9761 0.14 0.08 -0.13
S -1.4111 -0.0960 -2.0239 -0.12 -0.23 0.33
N -1.8783 -1.1136 0.7350 0.02 -0.41 0.29
H 2.0251 3.9186 -2.2223 0.11 0.07 -0.08
H 1.4173 6.2596 -1.6633 0.03 0.07 -0.05
H -0.1241 6.6980 0.2215 -0.02 0.09 0.04
H -1.0097 4.8090 1.5520 -0.09 0.10 0.07
H -2.9550 1.2222 0.1616 -0.07 -0.02 0.00
H -4.1321 1.2368 1.5703 -0.21 0.07 0.19
H -4.3041 -0.7326 3.0584 -0.07 0.01 0.18
H -3.8219 -3.1585 3.3704 -0.12 0.01 0.09
H -2.3624 -4.3013 1.6820 -0.01 -0.12 -0.10
H -1.6455 -2.9494 -1.2928 0.06 -0.01 0.00
H -0.9147 -4.1727 -0.2165 -0.05 0.06 -0.01
H 2.1560 -3.3711 -2.7372 0.07 -0.13 -0.03
H 2.3264 -2.9015 -5.1688 0.05 -0.03 -0.06
H 0.8219 -1.2143 -6.1828 0.01 0.03 -0.10
H -0.8083 -0.0034 -4.7748 -0.02 0.02 -0.09
C 3.8104 -0.3229 -0.9684 0.05 0.05 -0.08
O 2.6472 -0.5696 -0.1941 0.67 -0.18 -0.04
C 1.8955 0.5174 0.2576 0.41 0.29 -0.32
C 2.6378 1.4040 1.2432 -0.15 -0.26 0.06
H 4.3441 -1.2702 -1.0162 0.04 0.01 -0.04
H 4.4583 0.4319 -0.5182 0.00 0.00 0.02
H 3.5345 -0.0086 -1.9822 0.08 -0.02 0.12
H 3.4600 1.9454 0.7695 0.01 -0.04 0.04
H 3.0501 0.7635 2.0249 0.02 -0.01 0.08
H 1.9633 2.1269 1.6991 0.09 -0.07 -0.02
N 0.3782 -0.7701 2.0526 0.18 -0.56 1.64
C 0.5507 -1.0892 3.1527 -0.19 0.41 -1.39
N 0.7255 -1.3929 4.4087 0.06 -0.07 0.39
C 1.9283 -0.9397 5.0958 0.38 0.13 0.45
C 1.6345 -0.8575 6.5961 0.12 0.19 -0.19
O 1.1450 -2.0822 7.0879 0.09 -0.11 0.05
C -0.0536 -2.4421 6.4413 -0.22 -0.16 -0.32
C 0.1734 -2.6333 4.9392 -0.30 -0.36 0.43
H 2.2220 0.0357 4.7066 -0.02 -0.05 0.02
H 2.7439 -1.6575 4.9349 -0.05 0.07 -0.06
H 0.9071 -0.0573 6.7905 0.04 -0.02 -0.04
H 2.5509 -0.6541 7.1514 -0.03 0.09 -0.12
H -0.8176 -1.6676 6.6011 0.03 -0.07 -0.02
H -0.3839 -3.3758 6.8979 -0.04 0.06 -0.09
H -0.7604 -2.8575 4.4214 0.03 0.02 0.03
H 0.8828 -3.4585 4.7858 -0.07 0.10 -0.05